C36H90N12O15 | the ωB97M-V functional and the def2-TZVPD basis

Positions of all 153 atoms, in Å:
O: -3.400517 -5.004246 -0.765859
C: -2.330987 -4.566216 -0.350209
N: -2.185157 -3.350946 0.127041
C: -0.984167 -5.380986 -0.532189
H: -1.335547 -2.922016 0.465101
H: -3.027087 -2.806136 0.247181
H: -0.751707 -6.038286 0.305681
H: -0.115907 -4.747226 -0.712649
H: -1.208037 -5.981006 -1.414219
O: 3.980133 -0.865706 5.163981
C: 3.238873 0.085224 5.012641
N: 2.451993 0.227754 3.928221
C: 3.254363 1.102564 6.137051
H: 2.621593 -0.524316 3.275741
H: 1.880343 1.032414 3.714111
H: 3.561683 2.103014 5.832521
H: 3.861473 0.564314 6.864931
H: 2.284603 1.183044 6.628171
O: -5.504337 -0.982616 -2.180379
C: -4.617007 -1.247306 -3.021799
N: -4.836217 -1.832336 -4.177019
C: -3.205707 -0.793176 -2.731699
H: -5.788617 -2.071046 -4.413779
H: -4.131837 -2.236586 -4.777469
H: -3.203757 0.200314 -2.283289
H: -2.422617 -0.799316 -3.489869
H: -2.755827 -1.329946 -1.896489
O: -6.213567 -4.361646 1.144111
C: -6.319037 -3.436436 0.401341
N: -5.328627 -3.011006 -0.395539
C: -7.681027 -2.733836 0.345201
H: -5.368227 -2.132556 -0.892379
H: -4.618497 -3.645236 -0.732549
H: -8.073287 -2.432086 1.316381
H: -8.477527 -3.427716 0.076461
H: -7.728777 -1.926556 -0.385629
O: 1.944503 -3.455756 -4.175279
C: 1.109413 -3.387006 -5.034799
N: 1.265823 -3.981316 -6.257189
C: -0.089617 -2.516246 -4.844869
H: 2.007043 -4.664596 -6.319049
H: 0.436023 -4.100876 -6.820429
H: 0.121813 -1.447936 -4.890869
H: -0.355527 -2.621446 -3.793049
H: -0.810847 -2.853636 -5.589249
O: 6.383893 -4.264866 -5.753049
C: 5.534323 -3.672026 -5.127409
N: 4.374243 -4.216886 -5.026299
C: 5.755873 -2.460456 -4.224399
H: 4.132853 -5.084366 -5.483809
H: 3.582403 -3.695446 -4.678169
H: 5.529233 -1.504026 -4.695549
H: 6.732393 -2.472426 -3.740279
H: 5.007283 -2.572116 -3.440019
O: 6.089733 0.376154 2.916591
C: 5.662643 -0.369506 2.070811
N: 5.021143 -1.431076 2.569501
C: 5.818613 -0.144506 0.557961
H: 4.652073 -1.301436 3.500671
H: 4.597293 -2.024416 1.870651
H: 6.135873 -0.980146 -0.065869
H: 6.587123 0.565264 0.251831
H: 4.875303 0.286184 0.222131
O: -4.378797 2.612604 0.840381
C: -5.472807 2.261744 0.525661
N: -5.678827 1.146864 -0.148049
C: -6.835887 2.999734 0.879711
H: -4.925657 0.678354 -0.631099
H: -6.557267 1.011484 -0.627769
H: -6.752487 4.027014 0.524991
H: -7.194237 2.806754 1.890871
H: -7.626317 2.672604 0.204211
O: -1.755447 -2.732976 4.192881
C: -2.845387 -3.338266 3.956721
N: -3.829977 -3.126366 4.830811
C: -2.954587 -4.390706 2.872421
H: -3.659697 -2.513856 5.615631
H: -4.782737 -3.238156 4.514851
H: -3.719497 -4.074966 2.162971
H: -3.196657 -5.334516 3.361011
H: -1.973097 -4.571076 2.433971
C: 2.543633 -1.147896 -1.816059
O: 1.987063 -0.853436 -0.502899
C: 0.641323 -1.306016 -0.302859
C: 0.397423 -1.280936 1.262841
N: -0.980687 -1.371396 1.660951
C: -1.949137 -0.361716 1.301031
C: -3.090597 -0.186426 2.363891
O: -3.923137 -1.299656 2.338411
C: -5.264397 -1.041706 2.658291
H: 2.062913 -0.650116 -2.658219
H: 2.457413 -2.220436 -1.990219
H: 3.565013 -0.877276 -2.083709
H: 0.490383 -2.360096 -0.535769
H: -0.032207 -0.671156 -0.878519
H: 0.806603 -0.297786 1.495391
H: 1.031273 -1.984356 1.802791
H: -1.208417 -1.841746 2.525251
H: -2.287137 -0.573106 0.286551
H: -1.552527 0.650414 1.221081
H: -3.668487 0.729544 2.240861
H: -2.588817 -0.047506 3.321501
H: -5.484267 -0.376426 3.493251
H: -5.727367 -1.984046 2.951111
H: -5.744627 -0.842466 1.700281
C: -0.553787 4.583504 -1.013559
O: 0.284743 4.397544 -2.096449
C: -0.119417 4.047654 -3.361289
C: 0.997353 4.035864 -4.329139
N: 2.150773 3.258064 -3.652549
C: 3.480693 3.303154 -4.246479
C: 4.267573 2.103194 -3.635469
O: 5.546823 2.235554 -4.216569
C: 6.585343 1.343554 -3.883339
H: 0.052893 5.043774 -0.233689
H: -1.010487 3.651154 -0.681499
H: -1.301647 5.361884 -1.164969
H: -0.749417 4.856354 -3.731699
H: -0.508157 3.030424 -3.314309
H: 1.181363 5.103254 -4.451229
H: 0.685173 3.583434 -5.270389
H: 2.078923 3.629374 -2.716029
H: 3.899783 4.294544 -4.074419
H: 3.469123 3.236334 -5.334369
H: 3.690803 1.223434 -3.920859
H: 4.354803 2.136174 -2.549469
H: 6.587093 0.401654 -4.431909
H: 6.553043 1.310764 -2.794309
H: 7.550423 1.758524 -4.174029
C: 3.423083 4.188874 -0.045659
O: 2.752263 3.965124 1.149821
C: 1.857293 2.861124 1.220711
C: 0.601373 3.018124 2.263651
N: 1.081683 2.675774 3.556721
C: 0.335623 3.098754 4.644501
C: 0.504643 4.623494 5.051121
O: 1.379163 4.562114 6.175461
C: 1.459073 5.709334 6.946721
H: 4.352493 4.757954 -0.024479
H: 2.785113 4.804954 -0.679329
H: 3.530443 3.210204 -0.513399
H: 2.450813 1.969664 1.423531
H: 1.346413 2.723354 0.267761
H: -0.147537 2.274944 1.989941
H: 0.345543 4.077414 2.240121
H: 2.044763 2.974754 3.613141
H: 0.424743 2.469294 5.529901
H: -0.708507 2.888344 4.412921
H: -0.390777 5.202154 5.277981
H: 1.017793 5.248274 4.320061
H: 0.758713 5.721364 7.781861
H: 1.165943 6.558674 6.329641
H: 2.491853 5.869004 7.256531

Atomic forces in eV per Å
O 0.391 -0.279 0.254
C 1.588 -1.511 -1.220
N -0.344 1.155 0.016
C -1.470 0.373 -0.117
H -0.130 -0.167 0.214
H -0.013 0.114 0.212
H -0.256 0.030 0.079
H -0.145 0.138 -0.036
H 0.366 -0.132 0.066
O 0.440 -1.260 -0.397
C -0.353 1.162 0.460
N 0.905 -1.044 0.352
C -0.771 -0.574 0.131
H -0.448 0.306 -0.330
H -0.329 0.202 0.014
H 0.301 -0.163 0.159
H 0.482 0.845 0.031
H -0.304 0.151 -0.294
O 0.413 0.120 -1.182
C 0.652 1.231 1.308
N -1.070 -0.684 -0.810
C 0.935 0.174 0.911
H -0.032 -0.072 0.158
H 0.525 0.270 0.016
H -0.448 0.401 -0.379
H -0.555 -0.183 -0.510
H -0.288 -0.733 0.056
O 0.393 -2.329 1.777
C -1.189 1.400 -0.753
N 0.105 0.940 -0.380
C -0.332 0.361 -0.383
H -0.627 -0.083 -0.102
H 0.138 -0.732 0.493
H 0.661 0.397 0.221
H 0.402 -0.500 -0.447
H 0.088 0.200 0.168
O 1.332 -0.381 1.575
C -0.591 1.106 -1.348
N -0.300 -0.031 0.508
C 0.033 -0.487 0.045
H -0.217 0.028 -0.207
H 0.194 -0.067 -0.125
H 0.289 -0.011 -0.684
H -0.671 -0.454 -0.146
H -0.742 0.593 0.482
O 2.099 0.258 -0.867
C 2.558 0.116 0.324
N -4.107 -0.616 0.485
C -0.709 -0.144 0.188
H 0.600 0.199 -0.146
H -0.237 -0.253 0.384
H 0.309 -0.110 -0.239
H 0.042 0.031 -0.441
H 0.054 0.195 0.239
O 1.047 2.261 0.044
C 0.938 0.155 0.276
N -0.757 -1.433 -2.369
C 0.165 0.184 -0.125
H -0.066 -0.436 0.536
H -0.373 -0.269 0.529
H -0.734 -0.646 0.348
H 0.024 0.436 0.957
H -0.159 -0.312 -0.291
O 1.817 1.291 0.994
C -2.700 0.705 0.451
N -0.858 -1.708 -1.669
C 0.783 -0.424 -1.372
H 0.193 -0.032 0.198
H 0.087 -0.099 0.227
H 0.306 0.333 1.017
H 0.411 0.504 0.036
H -0.030 -0.618 0.053
O -1.691 -1.265 -0.840
C 3.972 1.185 0.678
N -1.756 -0.380 0.126
C -0.095 0.290 0.909
H 0.110 0.094 -0.431
H 0.071 -0.230 0.277
H 0.024 -0.462 -0.159
H -0.543 0.010 -0.071
H -0.232 0.536 -0.124
C -1.047 -0.769 -0.295
O 0.773 0.020 -0.804
C 0.689 -0.663 1.355
C 0.118 2.002 -1.006
N -0.217 -0.405 0.065
C -0.444 0.647 0.467
C 1.209 0.143 -1.013
O 0.070 -0.633 0.689
C -0.634 -1.356 -0.736
H -1.002 0.150 0.242
H -0.033 -0.063 -0.103
H 0.464 0.276 1.579
H 0.264 -0.117 -0.931
H -0.323 -0.032 0.151
H 0.195 0.483 0.522
H -0.235 -0.354 -0.301
H 0.472 -0.051 0.305
H -0.776 0.060 -0.067
H 0.675 0.229 0.073
H 0.081 0.113 -0.664
H 0.138 -0.381 0.440
H 0.411 0.589 -0.263
H 0.153 -0.322 0.089
H -0.491 0.912 0.295
C -0.371 0.515 0.233
O 2.515 0.747 0.773
C -1.689 -0.693 -0.162
C 2.655 -0.644 1.143
N -2.456 0.688 -1.675
C -0.603 0.032 1.237
C 0.207 1.406 -1.102
O 0.437 0.011 -1.181
C -0.174 0.617 0.412
H 0.239 -0.507 0.228
H -0.174 -0.019 0.132
H -0.541 -0.158 -0.499
H -1.120 -0.507 -0.125
H -0.910 0.037 -0.214
H 0.916 0.173 -0.552
H 0.106 -0.014 0.070
H 0.774 -0.140 0.219
H 0.800 -0.050 0.329
H -0.306 -0.524 0.011
H 0.294 -0.395 -0.091
H -0.198 0.137 0.264
H -0.651 -0.355 0.429
H 0.415 -0.967 0.184
H -0.134 0.590 0.035
C -1.092 -0.490 -1.357
O -0.492 0.735 2.436
C -1.521 0.169 -0.168
C 2.957 0.102 -1.624
N 2.102 -0.952 -0.234
C -2.398 1.755 1.245
C 0.746 -0.958 0.539
O -0.042 -0.923 0.145
C -0.153 1.030 -0.511
H 0.175 -0.437 0.958
H -0.262 -0.051 -0.457
H 0.591 0.089 -0.495
H -0.191 -0.301 0.230
H 0.203 -0.032 -0.385
H -0.358 0.569 -0.369
H -0.767 0.025 -0.451
H 0.221 0.203 0.301
H 0.786 0.249 0.202
H -0.331 0.344 -0.316
H -0.501 -0.489 0.305
H 0.072 -0.322 -0.723
H 0.082 -0.289 0.331
H 0.161 0.450 -0.042
H -0.099 -0.102 0.265

Computed properties:
Net charge: -1
Maximum force: 4.20 eV/Å
LUMO level (spin up / spin down): 1.99 / 1.98 eV
HOMO-LUMO gap (spin up / spin down): 2.19 / 8.64 eV
Molar mass: 931.2 g/mol
Electronic energy: -87382.7273 eV
HOMO (spin up / spin down): -0.2 / -6.7 eV
Multiplicity: 2

Atomic partial charges in e from the Löwdin method, atoms 1 to 4: O -0.01; C -0.58; N 0.18; C 0.01


C30H38HgN3O21S3 | the ωB97M-V functional and the def2-TZVPD basis

Positions of all 96 atoms, in Å:
Hg: 26.353758 -4.974772 3.975155
C: 26.945304 -0.628349 1.731956
C: 26.255482 -1.733496 2.631222
O: 26.758070 -3.035064 2.740012
H: 26.463330 0.342188 1.849693
H: 26.533013 -0.844378 0.746345
H: 28.028917 -0.644179 1.848694
H: 25.232764 -1.909796 2.297952
H: 26.159649 -1.344410 3.644887
C: 28.485827 -3.224833 -0.124240
C: 28.014253 -4.731738 0.190443
O: 28.698192 -5.525868 -0.733003
S: 29.629745 -4.752507 -1.836576
O: 28.980236 -4.812049 -3.109119
O: 30.957719 -5.300937 -1.646915
O: 29.561287 -3.329487 -1.053513
H: 28.537395 -2.649650 0.800210
H: 27.702002 -2.678441 -0.648807
H: 26.939435 -4.912198 0.207495
H: 28.266292 -5.039534 1.205253
C: 24.285876 1.987241 5.525165
C: 25.446161 2.613611 4.771708
O: 26.395382 1.574603 4.900802
S: 26.435512 0.924504 6.421282
O: 27.158730 1.776418 7.395548
O: 26.900540 -0.503563 6.331860
O: 24.813097 1.052402 6.436294
H: 23.559420 1.433085 4.930796
H: 23.779450 2.829744 5.996137
H: 25.685032 3.531232 5.309310
H: 25.249849 2.805359 3.716820
C: 29.923547 -1.835946 4.849993
C: 31.175823 -2.285036 4.102607
O: 32.150422 -1.409775 4.653195
S: 31.489056 0.072230 5.000131
O: 31.324742 0.791797 3.775731
O: 32.107042 0.640577 6.238313
O: 30.012745 -0.540759 5.387387
H: 29.618444 -2.552792 5.612334
H: 29.068946 -1.687348 4.189933
H: 31.061288 -2.024407 3.050439
H: 31.450812 -3.336575 4.020479
C: 31.511376 1.137445 -0.125700
C: 31.068732 -0.010758 0.512177
C: 31.599738 -1.257341 0.063482
C: 32.427949 -1.277156 -1.069893
C: 32.806538 -0.109758 -1.669247
C: 32.365614 1.069151 -1.204616
N: 32.811557 -2.565359 -1.652051
O: 33.729102 -3.203297 -1.187109
O: 32.219108 -2.814217 -2.713925
H: 31.050447 2.072139 0.157680
H: 30.450329 0.018143 1.397126
H: 31.354467 -2.246128 0.422034
H: 33.462532 -0.183967 -2.523986
H: 32.758219 1.899344 -1.772985
C: 26.397922 3.685599 0.560132
C: 27.209827 4.696213 -0.002262
C: 26.573226 5.902794 -0.304484
C: 25.241787 6.065593 -0.000440
C: 24.411399 5.006530 0.531253
C: 25.041201 3.840489 0.846982
N: 24.640325 7.283514 -0.527284
O: 23.890319 7.813015 0.254598
O: 24.927293 7.788517 -1.620583
H: 26.778949 2.705414 0.806007
H: 28.286294 4.754913 0.062266
H: 27.036436 6.720996 -0.835886
H: 23.339100 5.134844 0.520810
H: 24.459318 2.948884 1.028260
C: 21.581620 -1.292857 5.085131
C: 22.162562 -0.948026 3.849829
C: 21.838336 0.279742 3.256581
C: 20.917089 1.148429 3.792920
C: 20.449836 0.812755 5.080559
C: 20.775262 -0.412561 5.733495
N: 20.484465 2.344250 3.038546
O: 19.816245 3.140256 3.674493
O: 21.172435 2.756005 2.116279
H: 21.778814 -2.233132 5.578480
H: 22.952328 -1.497196 3.358827
H: 22.298338 0.502181 2.305100
H: 19.839607 1.479441 5.671784
H: 20.372907 -0.494896 6.732357
O: 22.664936 -2.063443 1.036630
C: 22.939366 -2.234470 -0.185817
O: 22.120451 -1.963770 -1.186049
C: 22.800611 -1.761693 -2.446811
C: 24.303904 -2.035953 -2.207052
C: 24.242409 -2.483292 -0.754646
H: 22.804142 -0.697070 -2.680600
H: 22.487191 -2.494824 -3.190043
H: 25.028397 -1.221614 -2.215350
H: 24.651658 -2.748567 -2.954946
H: 25.000141 -2.074670 -0.086093
H: 24.326444 -3.553567 -0.943176

Atomic forces in eV per Å
Hg -0.179 0.345 0.128
C -1.216 -1.820 -0.038
C -1.731 0.237 1.352
O 2.029 0.154 -1.422
H 0.361 0.063 1.055
H 1.111 -0.311 -0.601
H -0.156 0.334 -0.335
H -0.342 0.795 -0.397
H 0.190 0.356 0.256
C -2.655 -1.386 -0.512
C 0.400 1.536 0.658
O 0.260 -0.342 -1.198
S 1.013 -1.817 2.072
O 0.380 0.792 0.967
O -1.865 1.158 -0.694
O 0.520 -0.138 -0.063
H 1.564 -0.171 -0.066
H -0.303 -0.240 -0.207
H -0.145 0.389 -0.865
H 0.722 0.126 0.017
C -1.411 0.923 -0.684
C -0.597 -0.721 0.728
O 2.667 -0.494 0.349
S 1.921 -1.105 -0.251
O -2.461 -1.753 -2.547
O -2.030 4.340 -0.035
O 1.103 -0.769 2.074
H 0.181 0.059 -0.220
H -0.276 -0.450 0.621
H 0.746 0.002 -0.262
H 0.133 -0.120 0.133
C -2.563 -1.550 -0.579
C -0.677 1.855 -1.179
O 0.975 1.157 0.850
S 0.372 -0.525 3.173
O 0.461 0.034 0.626
O -1.654 -1.727 -4.229
O 2.662 1.064 0.386
H 0.179 0.246 0.311
H -0.032 -0.924 -0.379
H -0.025 0.273 -0.251
H 0.201 0.121 1.243
C -1.142 0.273 0.254
C 1.464 -1.716 -0.443
C 0.080 0.539 -0.927
C -1.269 -0.087 2.032
C 1.129 -1.927 -1.251
C 0.176 1.381 -0.122
N -0.050 0.229 -2.043
O -0.501 0.047 0.232
O 0.693 -0.022 1.356
H 0.307 0.226 0.163
H -0.145 0.135 -0.082
H -0.318 0.177 0.591
H 0.036 0.207 -0.155
H -0.415 0.613 0.408
C 0.992 0.176 0.099
C -1.246 0.373 1.610
C -0.359 -0.235 -0.009
C -0.573 -2.077 -0.959
C 0.851 2.581 -1.053
C 0.275 -0.437 -1.267
N -0.196 1.517 -0.386
O -0.921 0.311 0.474
O 0.209 -1.454 1.117
H 0.558 0.014 -0.059
H 0.137 -0.873 -0.585
H 0.385 -0.017 0.152
H -0.038 0.048 0.368
H -0.113 0.022 0.541
C 0.994 -0.881 -0.617
C -0.177 1.143 0.664
C 0.408 -0.899 -0.978
C -0.611 -1.896 1.101
C -0.319 0.037 0.282
C -0.747 2.865 -1.070
N 2.566 2.833 2.407
O -1.574 -0.777 -0.027
O -0.275 -1.559 -1.091
H 0.314 -0.186 -0.198
H -0.330 -0.485 0.105
H -0.057 0.083 -0.132
H -0.220 0.281 -0.413
H 0.100 -0.549 -0.021
O 0.524 -1.093 -4.157
C -1.068 2.165 3.706
O -1.461 0.223 -0.562
C 1.655 0.460 0.210
C -0.031 0.541 0.638
C 2.446 -2.068 -0.505
H -1.246 -0.239 -0.482
H -0.751 0.647 0.062
H -0.635 0.599 -0.630
H 0.177 -0.315 0.542
H 0.165 -0.482 -0.196
H 0.314 -0.467 1.319

Computed properties:
Net charge: 0
Maximum force: 4.86 eV/Å
LUMO level (spin up / spin down): -1.16 / -3.24 eV
HOMO-LUMO gap (spin up / spin down): 8.72 / 6.51 eV
ΔE to the lowest compared entry with this formula, charge and spin: 20.2 kcal per mole
Molar mass: 1073.4 g/mol
Electronic energy: -115855.9145 eV
HOMO (spin up / spin down): -9.9 / -9.8 eV
Multiplicity: 2

Atomic partial charges in e from the Löwdin method, atoms 1 to 4: Hg 0.67; C -0.03; C -0.37; O -0.51